(1)
Molecular formula: C10H22FLuNO4S
Method: DFT, ωB97M-V/def2-TZVPD

Geometry as ORCA input:
```
! RIJCOSX wB97M-V def2-TZVPD def2/J DEFGRID3
* xyz 3 1
C 2.8919 -1.5608 1.0286
O 2.1864 -0.4490 1.6188
C 2.7157 0.7753 1.2106
C 1.5914 1.8347 0.9547
C 1.4086 2.1812 -0.5362
C 0.1395 1.5928 -1.2021
C 0.3457 0.0936 -1.5241
N -0.8293 -0.7490 -1.1860
C -0.7749 -1.0589 0.2646
C -1.9969 -1.7820 0.8018
C -3.3637 -0.9849 0.6406
O -3.2412 0.2335 -0.0212
C -3.2607 1.3490 0.8713
S -0.5853 -2.1246 -2.1744
O 0.7474 -2.5600 -1.9913
O -0.8851 -1.7145 -3.4734
F -1.6041 -3.1604 -1.7478
H 2.6476 -2.4642 1.5783
H 2.6046 -1.7211 -0.0177
H 3.9706 -1.4024 1.0570
H 3.4077 1.1404 1.9740
H 3.2649 0.6126 0.2484
H 1.9596 2.7416 1.4438
H 0.6538 1.5875 1.4430
H 2.3371 1.8786 -1.1044
H 1.3320 3.3260 -0.5927
H 0.0545 2.1057 -2.1650
H -0.7558 1.8205 -0.6288
H 0.5850 0.0101 -2.5823
H 1.2385 -0.2619 -0.9945
H -0.6384 -0.1476 0.8408
H 0.1088 -1.6884 0.4381
H -1.8346 -1.9118 1.8729
H -2.1425 -2.7811 0.4025
H -4.0768 -1.6561 0.1517
H -3.7698 -0.7997 1.6363
H -4.2480 1.3811 1.3422
H -2.4842 1.1909 1.6328
H -3.0545 2.2444 0.2941
Lu 3.3542 2.8789 -1.8051
*
```

- LUMO level (eV) = -15.8200
- HOMO energy (Ha) = -0.6611
- gap between HOMO and LUMO (hartree) = 0.0797

(2)
Molecular formula: C10H22FNO5
Method: DFT, ωB97M-V/def2-TZVPD

Geometry as ORCA input:
```
! RIJCOSX wB97M-V def2-TZVPD def2/J DEFGRID3
* xyz 0 1
C 0.3810 -0.2693 -0.0555
C 1.3600 -0.5572 -1.3143
C 2.6574 0.4247 -1.2278
F 2.2488 1.5631 -0.4477
O 3.1226 0.7454 -2.5519
C 4.1274 1.7717 -2.5198
O 4.2163 2.4705 -3.5665
O 4.9899 1.9398 -1.4119
C 5.0061 3.3133 -0.9336
N 3.7174 4.0397 -1.0838
C 3.9447 5.5117 -1.3901
H -0.4317 -1.0690 0.0675
H -0.1591 0.7265 -0.2204
H 0.9905 -0.2644 0.9120
H 0.7298 -0.3351 -2.2552
H 1.7162 -1.6516 -1.3432
H 3.4288 -0.1658 -0.5997
H 5.2294 3.2519 0.2021
H 5.9127 3.8700 -1.3803
H 3.3157 4.0656 -0.1263
H 3.3154 6.1667 -0.6711
H 5.0298 5.8259 -1.2266
H 3.5406 5.7209 -2.4370
C -5.5813 -3.7297 0.3129
O -5.4865 -3.7906 1.7292
C -4.2072 -4.2456 2.1670
C -3.3533 -3.0887 2.6725
O -2.9774 -2.2183 1.6060
C -3.7433 -1.0203 1.5958
H -6.5093 -3.2159 0.0553
H -4.7451 -3.1794 -0.1241
H -5.6164 -4.7421 -0.1012
H -3.6920 -4.7935 1.3704
H -4.3830 -4.9411 2.9939
H -2.4271 -3.4935 3.0929
H -3.8705 -2.5376 3.4651
H -3.4530 -0.3867 2.4393
H -4.8154 -1.2265 1.6377
H -3.5287 -0.4855 0.6684
*
```

- LUMO level (eV) = 0.8381
- HOMO energy (Ha) = -0.3441
- gap between HOMO and LUMO (hartree) = 0.3749

(3)
Molecular formula: C10H22HfN4O5
Method: DFT, ωB97M-V/def2-TZVPD

Geometry as ORCA input:
```
! RIJCOSX wB97M-V def2-TZVPD def2/J DEFGRID3
* xyz 4 1
C 2.6503 -3.8000 -0.1239
C 1.5306 -3.8846 0.9545
N 0.1408 -3.8210 0.4625
C -0.4718 -4.5268 -0.5538
C -1.7938 -4.0400 -0.6727
N -1.9289 -2.9062 0.1596
C -0.7659 -2.8405 0.8478
C -3.0830 -2.1408 0.3909
H 2.5539 -2.8262 -0.6040
H 2.6082 -4.6188 -0.8421
H 3.6102 -3.7315 0.3880
H 1.7081 -2.9912 1.5531
H 1.6653 -4.7693 1.5769
H 0.1079 -5.2932 -1.0469
H -2.5933 -4.2875 -1.3553
H -0.6292 -2.0703 1.5924
H -3.4445 -2.3955 1.3872
H -3.9047 -2.3307 -0.2996
H -2.8521 -1.0805 0.4939
Hf 0.1567 0.2091 -4.4180
C 1.6797 1.8538 -0.3317
C 1.0903 0.5812 -0.8002
O 0.7365 0.4014 -2.1326
H 2.6809 2.0098 -0.7334
H 1.6726 1.9242 0.7560
H 1.0776 2.7042 -0.6516
H 0.1490 0.5475 -0.2517
H 1.7547 -0.2083 -0.4491
C -2.3128 3.2012 -0.8581
N -3.7090 3.1849 -1.4239
O -4.0983 4.0601 -2.1536
O -4.3675 2.1938 -1.0905
H -1.9064 2.2385 -1.1678
H -2.4383 3.3853 0.2089
H -1.8646 4.0912 -1.2999
C 2.7098 4.7588 1.6698
N 1.3236 4.3212 1.9973
O 1.1441 3.5753 2.9194
O 0.4080 4.6984 1.2418
H 2.9479 4.4393 0.6553
H 3.3792 4.3387 2.4205
H 2.6781 5.8450 1.5848
*
```

- LUMO level (eV) = -19.3366
- HOMO energy (Ha) = -0.7808
- gap between HOMO and LUMO (hartree) = 0.0702

(4)
Molecular formula: C10H22N2O9V
Method: DFT, ωB97M-V/def2-TZVPD

Geometry as ORCA input:
```
! RIJCOSX wB97M-V def2-TZVPD def2/J DEFGRID3
* xyz -2 2
O -9.5800 -3.7838 -17.4955
V -10.7799 -3.8711 -18.5785
C -13.2005 -3.2654 -20.1161
O -12.2669 -4.0840 -20.3512
O -12.9736 -2.7007 -18.9496
O -13.2296 -2.2773 -20.9855
C -9.8651 -1.5458 -19.9639
O -10.5560 -0.9177 -20.8481
O -10.4839 -1.6031 -18.8660
O -9.7508 -2.7898 -20.3239
C -9.2902 -8.1826 -18.8976
C -8.8617 -6.7730 -19.2566
C -8.0789 -6.5273 -20.6462
O -9.0893 -6.6040 -21.6279
C -8.4716 -6.7608 -22.8790
N -10.1029 -5.9235 -19.2920
H -9.8882 -8.2700 -17.9910
H -8.5149 -8.9372 -18.7254
H -9.8120 -8.6234 -19.7523
H -8.3135 -6.4126 -18.3817
H -7.2979 -7.2905 -20.6013
H -7.6357 -5.5450 -20.4745
H -7.8056 -5.9742 -23.2535
H -9.2291 -6.5726 -23.6445
H -7.9279 -7.6867 -23.0793
H -9.9582 -5.6111 -20.2461
H -10.9021 -6.5357 -19.2733
C -12.4558 -5.6916 -14.8976
C -11.8919 -5.9803 -16.3151
C -12.6284 -7.1748 -17.0569
O -12.3254 -7.2921 -18.3874
C -12.9606 -8.4227 -18.9220
N -12.2174 -4.7230 -17.0059
H -11.9113 -4.8721 -14.4243
H -12.2920 -6.4890 -14.1647
H -13.4898 -5.3454 -14.8982
H -10.8002 -5.9666 -16.3575
H -13.6682 -6.8332 -16.9518
H -12.6146 -8.1094 -16.4862
H -12.5500 -9.3345 -18.4717
H -12.5879 -8.4893 -19.9447
H -14.0464 -8.4691 -18.8262
H -13.2119 -4.8604 -17.1609
H -12.1876 -3.9355 -16.3702
*
```

- LUMO level (spin up / spin down) (eV) = 4.1763 / 4.1757
- HOMO energy (spin up / spin down) (Ha) = 0.0438 / 0.0403
- gap between HOMO and LUMO (spin up / spin down) (hartree) = 0.1097 / 0.1131
- ⟨S²⟩ = 0.786
- energy above the lowest of the compared OMol25 structures with the same formula, charge and spin (kJ/mol) = 135.5

(5)
Molecular formula: C10H22N3OS
Method: DFT, ωB97M-V/def2-TZVPD

Geometry as ORCA input:
```
! RIJCOSX wB97M-V def2-TZVPD def2/J DEFGRID3
* xyz 1 1
S 4.0187 -4.1964 0.0777
C 3.3276 -2.8228 -1.0038
C 3.0825 -1.4622 -0.1918
C 1.7997 -1.4730 0.7784
C 0.5471 -2.1531 0.0673
N 0.1752 -3.5533 0.2170
C -0.9986 -3.8910 -0.6010
C -1.3783 -2.5662 -1.2973
N -0.4019 -1.5848 -0.8458
H 3.9127 -5.3788 -0.6663
H 4.1540 -2.5915 -1.7839
H 2.4282 -3.2042 -1.5973
H 4.0403 -1.2682 0.4288
H 3.0016 -0.5993 -0.9417
H 2.0772 -1.9522 1.7828
H 1.5151 -0.3745 1.0195
H 0.6652 -4.2660 0.7830
H -1.5248 -4.8952 -0.7362
H -2.2342 -2.4386 -2.0365
H -0.4198 -0.5961 -1.1766
C -2.0641 1.5143 0.8992
C -0.9827 2.1846 0.0556
C -0.5619 3.5773 0.5699
O -1.5015 4.6130 0.3097
C -2.6131 4.6365 1.1922
N -1.4364 2.2406 -1.3418
H -3.0629 1.9078 0.7036
H -2.1034 0.4414 0.6805
H -1.8559 1.6269 1.9671
H -0.0947 1.5411 0.0993
H 0.3514 3.8708 0.0399
H -0.3037 3.5512 1.6358
H -2.3371 4.3501 2.2108
H -3.4072 3.9916 0.8125
H -3.0056 5.6562 1.2134
H -0.6717 2.5837 -1.9203
H -2.1371 2.9803 -1.4037
*
```

- LUMO level (eV) = -3.4278
- HOMO energy (Ha) = -0.4393
- gap between HOMO and LUMO (hartree) = 0.3134
- energy above the lowest of the compared OMol25 structures with the same formula, charge and spin (kJ/mol) = 282.9

(6)
Molecular formula: C10H22NS
Method: DFT, ωB97M-V/def2-TZVPD

Geometry as ORCA input:
```
! RIJCOSX wB97M-V def2-TZVPD def2/J DEFGRID3
* xyz 1 3
C 2.1901 -2.0062 -0.9796
C 1.6769 -1.2831 0.0526
C 1.5878 -1.7480 1.5166
C -3.2580 0.6260 1.6690
C 2.1100 0.7977 -1.3387
C -0.6879 -0.3390 -1.7699
C -2.6358 0.1885 0.3297
C -1.1478 -0.1434 0.6678
C 1.2944 0.1492 -0.2439
C -0.2612 0.3118 -0.4525
N -0.4495 1.7855 -0.6021
S 1.6718 1.2550 1.3370
H 2.3704 -1.6871 -1.9700
H 2.6099 -3.0652 -0.7264
H 2.5618 -1.8065 2.0098
H 1.0268 -0.9882 1.9750
H 1.0565 -2.8187 1.4404
H -2.8125 1.4576 2.1269
H -4.2550 0.8730 1.4925
H -3.2247 -0.1498 2.4708
H 2.2754 1.9819 -1.3073
H 3.2066 0.5185 -1.0501
H 1.8165 0.4879 -2.2791
H -0.1849 -0.0248 -2.6593
H -1.7633 -0.2384 -1.8233
H -0.4194 -1.3928 -1.5060
H -3.0118 -0.8278 0.1085
H -2.9297 0.9391 -0.3998
H -0.8583 0.2907 1.6122
H -0.9295 -1.1553 0.9203
H 0.0525 2.1328 -1.5168
H -0.2101 2.3459 0.2758
H -1.4663 2.0351 -0.6317
H 2.9982 1.4980 1.2517
*
```

- LUMO level (spin up / spin down) (eV) = -3.0611 / -5.4496
- HOMO energy (spin up / spin down) (Ha) = -0.3253 / -0.4737
- gap between HOMO and LUMO (spin up / spin down) (hartree) = 0.2128 / 0.2734
- ⟨S²⟩ = 2.007
- energy above the lowest of the compared OMol25 structures with the same formula, charge and spin (kJ/mol) = 0.0